No. 1
Entry from OMol25: the molecule C9H8O2 (ωB97M-V/def2-TZVPD).

As for the molar mass: 148.16 g mol⁻¹. The energy relative to the best compared isomer or geometry (same formula, charge and spin) comes out at 2.4305 eV. The structure (SMILES) is O=C/C=C/c1cccc(O)c1. As for the multiplicity: 1. The energy comes out at -498.146499 Eh. As for the frontier orbital gap: 8.621 eV. The calculation puts the HOMO energy at -8.874 eV.

```
19
Properties=species:S:1:pos:R:3:mulliken_charge:R:1
O -3.98474 -1.08546 -0.18338 -0.49
C -3.77546 0.09812 0.03059 -0.14
C -2.34758 0.60958 0.08583 -0.57
C -1.31310 -0.15082 0.00656 0.06
C 0.09756 0.09472 -0.02014 1.13
C 0.43918 1.45113 -0.08224 -0.69
C 1.73804 1.71651 0.06741 -0.42
C 2.75981 0.76237 -0.13036 -0.73
C 2.36616 -0.54914 0.03444 0.72
O 3.22414 -1.59327 -0.10687 -0.53
C 0.96349 -0.92469 0.18183 -0.64
H -4.64701 0.75872 0.23906 0.34
H -2.29127 1.68273 0.05405 0.30
H -1.68654 -1.31855 0.08114 0.10
H -0.36900 2.10747 0.22868 0.18
H 1.96634 2.76867 0.18262 0.38
H 3.71648 1.04727 -0.50961 0.44
H 3.11037 -2.29494 0.53501 0.32
H 0.71682 -1.96810 0.46749 0.23
```

---

No. 2
Entry from OMol25: the molecule C9H8O2 (ωB97M-V/def2-TZVPD).

As for the molar mass: 148.16 g mol⁻¹. The energy relative to the best compared isomer or geometry (same formula, charge and spin) comes out at 5.7914 eV. As for the multiplicity: 1. The energy comes out at -498.022989 Eh. As for the frontier orbital gap: 8.552 eV. The calculation puts the HOMO energy at -8.548 eV.

```
19
Properties=species:S:1:pos:R:3:mulliken_charge:R:1
C 1.65399 1.74473 -0.06018 -0.23
C 0.21182 1.97166 0.11893 -0.14
C 2.25031 0.53792 -0.20499 -0.42
C -0.69022 1.06498 -0.17875 -0.07
C -2.00913 0.54553 -0.03342 0.22
C -1.77199 -0.72479 0.80488 -0.55
C -1.05391 -1.61645 -0.21239 -0.37
C 1.65312 -0.77881 -0.33922 0.11
C 0.17364 -0.86257 -0.63660 0.26
O -3.07302 0.94510 -0.42082 -0.58
O 1.01133 -0.98989 -1.66197 -0.47
H 2.39097 2.59820 0.15014 0.25
H -0.16615 2.95905 0.56564 0.30
H 3.40051 0.58762 -0.06021 0.21
H -1.04521 -0.50061 1.76206 0.25
H -2.72887 -1.10510 1.17979 0.34
H -0.65477 -2.70910 0.25812 0.26
H -1.66078 -1.86325 -1.06508 0.31
H 2.10836 -1.80422 0.03408 0.31
```

---

No. 3
Entry from OMol25: the molecule C9H8OS2 (ωB97M-V/def2-TZVPD).

As for the molar mass: 196.30 g mol⁻¹. The energy relative to the best compared isomer or geometry (same formula, charge and spin) comes out at 2.3533 eV. The structure (SMILES) is OCc1csc(-c2cccs2)c1. As for the multiplicity: 1. The energy comes out at -1219.263456 Eh. As for the frontier orbital gap: 8.871 eV. The calculation puts the HOMO energy at -8.440 eV.

```
20
Properties=species:S:1:pos:R:3:mulliken_charge:R:1
O 4.68190 0.48859 -0.32160 -0.51
C 3.54534 1.02147 0.45193 -0.75
C 2.26638 0.19307 0.27300 0.60
C 2.23108 -1.16631 0.08462 -0.58
S 0.58539 -1.56093 -0.29457 -0.16
C 0.02970 -0.03445 -0.08762 0.67
C -1.46520 0.35890 0.16514 0.45
C -1.92246 1.53137 -0.21453 -0.35
C -3.34518 1.45762 -0.31546 -0.32
C -3.95146 0.28527 0.05835 -0.40
S -2.63988 -0.93844 0.27958 -0.13
C 0.95010 0.91754 0.18682 -0.92
H 4.31304 0.70060 -1.20571 0.33
H 3.80150 1.07502 1.47772 0.35
H 3.53685 2.09813 0.23878 0.32
H 3.10454 -1.72823 -0.10123 0.48
H -1.12268 2.19367 -0.60370 0.25
H -3.99448 2.29093 -0.74373 0.26
H -5.10407 -0.04130 -0.07077 0.29
H 0.85207 2.10548 0.20778 0.11
```

---

No. 4
Entry from OMol25: a structure of composition C9H9BaF3O13P (ωB97M-V/def2-TZVPD).

As for the molar mass: 550.45 g mol⁻¹. The energy relative to the best compared isomer or geometry (same formula, charge and spin) comes out at 0.7997 eV. As for the multiplicity: 1. The energy comes out at -1993.146600 Eh. As for the frontier orbital gap: 3.108 eV. The charge is -1. The calculation puts the HOMO energy at -1.699 eV.

```
36
Properties=species:S:1:pos:R:3:mulliken_charge:R:1
Ba 0.17532 2.98382 1.12281 1.68
P -0.06624 5.80469 0.53891 0.60
O -0.17715 7.26842 0.20989 -0.78
O 0.88972 5.40281 1.73623 -0.85
O 0.41616 4.89869 -0.68512 -0.78
O -1.43718 5.09148 0.88196 -0.81
C -3.53770 -1.50235 1.43561 -0.46
C -2.38093 -2.40254 1.80775 0.32
O -1.50452 -1.50229 2.42545 -0.29
C -1.73668 -0.25608 1.89367 0.46
O -1.05192 0.68994 2.07157 -0.38
O -2.85601 -0.28068 1.14447 -0.27
F -1.77746 -2.91644 0.68458 -0.26
H -4.22236 -1.36745 2.27467 0.31
H -4.10988 -1.80369 0.56258 0.28
H -2.60420 -3.22848 2.47735 0.29
C -1.78219 -1.17875 -2.73564 -0.34
C -0.58141 -0.84459 -3.59838 0.30
O 0.10354 0.09682 -2.84825 -0.30
C -0.72571 0.65452 -1.92009 0.52
O -0.47162 1.58374 -1.23730 -0.38
O -1.88448 -0.04943 -1.87460 -0.29
F -1.00010 -0.28041 -4.77363 -0.31
H -1.65924 -2.09787 -2.16024 0.21
H -2.69203 -1.24285 -3.32895 0.29
H 0.10288 -1.65523 -3.83161 0.27
C 4.11064 -1.51850 1.59976 -0.41
C 4.29853 -1.45046 0.08898 0.36
O 3.07918 -0.91595 -0.38090 -0.28
C 2.36944 -0.39933 0.64901 0.54
O 1.41378 0.28725 0.53773 -0.39
O 2.91720 -0.75168 1.83405 -0.33
F 4.48380 -2.67309 -0.45875 -0.29
H 4.90989 -1.10905 2.20640 0.25
H 3.89105 -2.54719 1.89283 0.27
H 5.09791 -0.78780 -0.24279 0.27
```

---

No. 5
Entry from OMol25: a structure of composition C9H9BrN3NiO4S (ωB97M-V/def2-TZVPD).

As for the molar mass: 393.85 g mol⁻¹. As for the multiplicity: 1. The energy comes out at -5294.308472 Eh. As for the frontier orbital gap (alpha / beta): 7.771 / 7.771 eV. The charge is -1. The calculation puts the HOMO energy (alpha / beta) at -5.590 / -5.590 eV.

```
28
Properties=species:S:1:pos:R:3:mulliken_charge:R:1
Ni -0.26607 -1.95917 1.61282 -0.22
O -0.47937 4.65889 -0.17133 -0.74
C -1.42578 3.85679 -0.28888 0.45
O -2.54461 3.97784 -0.81088 -0.71
C -1.14929 2.45949 0.33266 0.40
C 0.05007 2.21026 0.99019 -0.53
C 0.32886 0.94497 1.46114 -0.61
N -0.52632 -0.07470 1.30804 -0.32
C -1.72080 0.17586 0.74661 0.31
C -2.06254 1.41536 0.24634 -0.35
C -2.63910 -1.02374 0.74257 0.57
O -3.76819 -0.95364 0.30610 -0.65
O -2.07514 -2.08874 1.22989 -0.40
H 0.75101 3.02700 1.10108 0.48
H 1.25835 0.70953 1.96029 0.75
H -3.02607 1.57054 -0.21833 0.57
Br -0.16398 -4.28407 1.71508 -0.45
C 1.86296 -0.41625 -2.19986 -1.14
N 2.11105 -0.61135 -0.78458 -0.16
C 1.87030 -1.74163 -0.12857 0.71
N 1.52759 -2.83138 -0.81752 -0.37
S 2.02396 -1.79692 1.58892 -0.37
H 2.10850 0.60995 -2.45604 0.37
H 0.80985 -0.58137 -2.44073 0.36
H 2.48476 -1.08251 -2.80060 0.36
H 2.30133 0.18851 -0.20479 0.32
H 1.18671 -2.74980 -1.76247 0.24
H 1.17199 -3.60974 -0.25715 0.13
```

---

No. 6
Entry from OMol25: the molecule C9H9ClN2 (ωB97M-V/def2-TZVPD).

As for the molar mass: 180.64 g mol⁻¹. The energy relative to the best compared isomer or geometry (same formula, charge and spin) comes out at 4.4681 eV. The structure (SMILES) is N#C/C=C/C=C/C=C\C=C(/N)Cl. As for the multiplicity: 1. The energy comes out at -917.896286 Eh. As for the frontier orbital gap: 8.676 eV. The calculation puts the HOMO energy at -8.858 eV.

```
21
Properties=species:S:1:pos:R:3:mulliken_charge:R:1
N -4.60468 -0.59197 -0.19494 -0.47
C -3.52477 -0.45329 0.24762 0.15
C -2.19457 -0.41016 0.73437 -0.81
C -1.43167 0.70518 0.52516 -0.07
C -0.01429 0.55097 0.87790 0.05
C 0.87163 1.67274 0.99013 -0.50
C 2.05441 1.69673 0.32120 -0.42
C 2.39499 0.56417 -0.67763 -0.21
C 1.83943 -0.62332 -0.97507 -1.11
C 0.52614 -1.04146 -0.40414 0.92
N -0.44123 -1.44579 -1.30478 -0.37
Cl 0.91617 -2.39117 0.75716 -0.22
H -1.78632 -1.23569 1.25233 0.54
H -1.86733 1.58695 0.06721 0.39
H -0.16586 0.05969 1.83582 0.35
H 0.50317 2.50148 1.73622 0.25
H 2.77978 2.54517 0.44695 0.32
H 3.25496 0.72999 -1.32352 0.31
H 2.43178 -1.08691 -1.65049 0.52
H -0.30851 -1.43178 -2.31947 0.19
H -1.23324 -1.90155 -0.94203 0.18
```

---

No. 7
Entry from OMol25: the molecule C9H9ClN2 (ωB97M-V/def2-TZVPD).

As for the molar mass: 180.64 g mol⁻¹. The energy relative to the best compared isomer or geometry (same formula, charge and spin) comes out at 0.0000 eV. As for the multiplicity: 3. The energy comes out at -917.861749 Eh. As for the frontier orbital gap (alpha / beta): 6.794 / 6.934 eV. The calculation puts the HOMO energy (alpha / beta) at -5.981 / -9.365 eV.

```
21
Properties=species:S:1:pos:R:3:mulliken_charge:R:1
C 3.27870 0.07247 -0.51476 -0.61
C 2.97830 -0.48095 0.72036 -0.32
C 2.12425 0.53477 -1.01656 -0.22
C -2.99114 -0.21344 -0.04588 -0.26
C -2.17288 -0.19592 -1.19275 -0.30
C -2.39003 -0.36220 1.13951 -0.60
C -0.88659 0.26760 -1.15878 -0.48
C -0.85229 -0.24765 1.23127 -0.74
C -0.26565 0.60625 0.10078 0.72
N 1.70470 -0.33107 1.01284 -0.87
N 1.16665 0.29013 0.01033 0.80
Cl -0.50718 2.32583 0.76613 -0.21
H 4.06228 -0.10804 -1.23935 0.33
H 3.57355 -1.14281 1.30064 0.43
H 1.98090 1.00188 -1.94577 0.41
H -4.07406 -0.25456 -0.21288 0.39
H -2.62289 -0.51712 -2.21979 0.26
H -2.87675 -0.55902 2.07845 0.42
H -0.20013 0.37983 -2.11540 0.10
H -0.57474 0.16676 2.23360 0.37
H -0.45499 -1.23274 1.06799 0.38
```

---

No. 8
Entry from OMol25: the molecule C9H9ClO2 (ωB97M-V/def2-TZVPD).

As for the molar mass: 184.62 g mol⁻¹. The energy relative to the best compared isomer or geometry (same formula, charge and spin) comes out at 0.6209 eV. The structure (SMILES) is C[C@@](O)(Cl)C(=O)c1ccccc1. As for the multiplicity: 1. The energy comes out at -958.962315 Eh. As for the frontier orbital gap: 9.617 eV. The calculation puts the HOMO energy at -9.264 eV.

```
21
Properties=species:S:1:pos:R:3:mulliken_charge:R:1
C -3.14041 0.97540 0.75408 -1.36
C -2.14711 -0.12923 0.20410 0.57
O -1.84013 -0.96131 1.18928 -0.45
Cl -2.86722 -1.00731 -1.19680 -0.18
C -0.69348 0.66360 -0.52890 0.17
O -0.92531 1.52863 -1.32176 -0.50
C 0.67502 0.27596 -0.14727 0.89
C 0.84756 -1.08573 -0.16486 -0.42
C 2.17139 -1.57513 -0.32246 -0.68
C 3.24008 -0.69582 -0.32364 -0.24
C 3.01278 0.69418 -0.22775 -0.43
C 1.76338 1.17958 -0.17594 -0.65
H -2.41617 1.71250 1.10922 0.32
H -3.72933 0.62307 1.51162 0.42
H -3.76075 1.40855 -0.03223 0.34
H -2.42775 -1.74320 1.09583 0.43
H -0.02014 -1.67501 -0.13254 0.40
H 2.52045 -2.55632 -0.29003 0.37
H 4.34687 -1.10904 -0.26962 0.24
H 3.88498 1.26277 -0.31109 0.42
H 1.50532 2.21387 -0.41924 0.33
```

---

No. 9
Entry from OMol25: the molecule C9H9F3OS (ωB97M-V/def2-TZVPD).

As for the molar mass: 222.23 g mol⁻¹. The energy relative to the best compared isomer or geometry (same formula, charge and spin) comes out at 0.0768 eV. As for the multiplicity: 1. The energy comes out at -1121.302996 Eh. As for the frontier orbital gap: 9.432 eV. The calculation puts the HOMO energy at -8.929 eV.

```
23
Properties=species:S:1:pos:R:3:mulliken_charge:R:1
C -2.58439 -1.55447 1.52536 -0.37
C -2.59074 -0.21376 1.12695 -0.69
C -1.46495 -2.35671 1.20562 -0.81
C -1.58586 0.33997 0.32762 -0.36
C -0.42423 -1.79005 0.41250 -0.39
C -0.51281 -0.46850 -0.11843 0.28
C 1.86767 2.68200 -0.56893 -1.09
C 0.60565 0.19372 -0.81982 -0.49
C 1.69334 -0.75263 -1.47729 0.60
O 0.68467 1.75074 1.47049 -0.54
F 2.47341 -0.08793 -2.37287 -0.28
F 0.98651 -1.70646 -2.17326 -0.25
F 2.49082 -1.43636 -0.67294 -0.22
S 1.66272 1.27249 0.53961 0.53
H -3.28351 -2.06160 2.27027 0.26
H -3.33298 0.41073 1.43852 0.47
H -1.28689 -3.25982 1.54292 0.55
H -1.51569 1.35469 0.03782 0.39
H 0.49562 -2.17597 0.13574 0.48
H 2.02788 3.57748 -0.02847 0.45
H 0.94241 2.97701 -0.91832 0.35
H 2.43497 2.37451 -1.41904 0.38
H 0.21640 0.93090 -1.46405 0.77
```

---

No. 10
Entry from OMol25: the ion C9H9FN with charge +1 (ωB97M-V/def2-TZVPD).

As for the molar mass: 150.18 g mol⁻¹. The energy relative to the best compared isomer or geometry (same formula, charge and spin) comes out at 4.7042 eV. The structure (SMILES) is CC1=C2C(F)=C[N+]3=C[C@@]3(C)[C@H]12. As for the multiplicity: 1. The energy comes out at -502.479621 Eh. As for the frontier orbital gap: 8.226 eV. The charge is +1. The calculation puts the HOMO energy at -13.466 eV.

```
20
Properties=species:S:1:pos:R:3:mulliken_charge:R:1
C -1.39028 -2.55788 -0.42060 -1.26
C -0.54431 -1.35443 -0.47281 0.53
C 0.65067 -0.91981 -0.29593 0.07
C 1.90448 -0.65670 0.14177 0.28
F 2.64667 -1.70664 0.60664 -0.21
C 2.32540 0.68239 0.11399 -0.37
N 1.31186 1.54263 -0.14499 0.01
C 0.50418 2.42532 -0.49040 -0.36
C -0.32073 1.27116 -0.10247 0.68
C -1.08945 1.30823 1.13360 -1.12
C -0.39884 0.07085 -1.00347 -0.64
H -2.25084 -2.60480 -1.02242 0.39
H -1.87785 -2.63207 0.62365 0.27
H -0.78905 -3.41044 -0.58092 0.37
H 3.25069 0.98430 0.54257 0.44
H 0.42507 3.47779 -0.78474 0.41
H -1.05860 0.30972 1.52839 0.30
H -2.16062 1.44289 0.89810 0.34
H -0.74145 2.15469 1.77361 0.40
H -0.39697 0.17279 -2.04359 0.48
```

---

No. 11
Entry from OMol25: a cluster of 2 separate species, C9H9FO2 in total (ωB97M-V/def2-TZVPD).

As for the molar mass: 168.17 g mol⁻¹. The energy relative to the best compared isomer or geometry (same formula, charge and spin) comes out at 4.2945 eV. As for the multiplicity: 1. The energy comes out at -598.504604 Eh. As for the frontier orbital gap (alpha / beta): 8.211 / 8.211 eV. The calculation puts the HOMO energy (alpha / beta) at -7.580 / -7.581 eV.

```
21
Properties=species:S:1:pos:R:3:mulliken_charge:R:1
C -1.14931 2.22052 0.74388 -0.18
C -1.53775 1.75163 -0.56181 -0.43
C 0.08174 1.88681 1.24303 -0.51
C -0.70656 0.88852 -1.28648 -0.53
C 0.79114 0.89291 0.57204 -0.68
C 0.41218 0.38714 -0.69960 0.56
C -0.07732 -1.72692 1.51015 -0.09
C 0.17105 -2.27391 0.10498 -0.19
C 1.09374 -0.71877 -1.30316 0.57
O -1.11059 -1.96352 0.54605 -0.39
O 0.77826 -1.14096 -2.51415 -0.47
F 2.40613 -0.82669 -1.00805 -0.32
H -1.78450 3.06998 1.21757 0.27
H -2.48597 2.26729 -0.91678 0.29
H 0.24203 1.94482 2.32612 0.30
H -1.18913 0.47411 -2.16160 0.36
H 1.79449 0.81872 0.98637 0.35
H 0.09436 -2.29043 2.38100 0.33
H 0.15523 -0.65211 1.73915 -0.02
H 0.60105 -3.15485 -0.18531 0.41
H 1.41973 -1.85429 -2.73340 0.38
```